{
  "formula": "H36O18",
  "method": "ωB97M-V with the def2-TZVPD basis set",
  "lumo_ev": -0.7,
  "homo_energy_ev": -9.468,
  "e_tot_ha": -1375.87905,
  "orbital_gap_ev": 8.8,
  "e_above_lowest_ev": 2.935,
  "symbols": ["O", "H", "H", "O", "H", "H", "O", "H", "H", "O", "H", "H", "O", "H", "H", "O", "H", "H", "O", "H", "H", "O", "H", "H", "O", "H", "H", "O", "H", "H", "O", "H", "H", "O", "H", "H", "O", "H", "H", "O", "H", "H", "O", "H", "H", "O", "H", "H", "O", "H", "H", "O", "H", "H"],
  "coordinates": [[-0.36, 3.20, -1.05], [-0.89, 3.87, -0.59], [-0.24, 3.52, -1.97], [2.15, 2.45, 0.14], [2.92, 2.28, -0.39], [1.36, 2.32, -0.44], [2.48, 0.25, 1.78], [2.06, 0.90, 1.26], [3.44, 0.26, 1.58], [-2.36, 0.80, 3.10], [-2.91, 1.57, 3.34], [-1.74, 1.23, 2.48], [-2.14, 1.29, 0.36], [-2.66, 1.93, -0.15], [-2.90, 0.88, 0.67], [0.00, -0.01, -0.22], [-0.83, 0.45, -0.22], [0.17, -0.27, 0.68], [1.45, 1.55, -2.39], [1.94, 0.83, -1.97], [1.57, 1.25, -3.34], [1.89, -1.99, 3.61], [2.44, -2.61, 3.14], [1.23, -1.57, 3.06], [0.03, -0.54, -3.59], [0.75, -0.81, -3.03], [-0.29, 0.25, -3.17], [2.23, -0.85, -1.81], [2.35, -0.95, -0.90], [2.59, -1.66, -2.22], [-2.44, -2.01, 0.81], [-1.93, -2.01, 0.03], [-3.17, -1.43, 0.69], [-1.62, 1.52, -2.76], [-1.44, 1.93, -3.60], [-1.19, 2.03, -2.12], [-0.02, 2.16, 2.49], [0.21, 3.12, 2.59], [-0.04, 2.06, 1.56], [-0.33, -0.90, 2.44], [-1.10, -1.35, 2.07], [-0.72, -0.43, 3.18], [1.96, -2.13, 0.78], [2.90, -2.33, 0.52], [2.18, -1.40, 1.35], [-2.63, -0.81, -1.78], [-2.64, -1.06, -2.69], [-2.46, 0.10, -1.90], [-0.22, -2.55, -1.42], [-0.07, -1.69, -1.10], [-0.96, -2.40, -2.02], [-0.13, -3.64, 1.36], [0.56, -3.02, 1.25], [-0.45, -3.56, 0.51]],
  "mulliken_charge": [-0.6617, 0.2232, 0.3107, -0.7440, 0.3110, 0.2259, -0.6512, 0.2430, 0.2940, -0.6647, 0.2843, 0.3140, -0.5071, 0.2037, 0.2118, 3.6302, -0.7108, -0.6671, -0.6611, 0.2617, 0.3591, -0.6168, 0.3454, 0.3368, -0.7058, 0.4221, 0.2872, -0.7338, 0.1373, 0.2984, -0.6798, 0.2027, 0.2665, -0.8172, 0.3138, 0.2993, -0.6102, 0.3074, 0.1262, -0.7194, 0.3745, 0.2128, -0.8823, 0.4021, 0.2201, -0.6427, 0.2976, 0.2562, -0.7157, 0.0114, 0.3643, -0.6856, 0.3665, 0.3554]
}

***

{
  "formula": "H38O19",
  "method": "ωB97M-V with the def2-TZVPD basis set",
  "lumo_ev": -0.6,
  "homo_energy_ev": -10.361,
  "e_tot_ha": -1452.24001,
  "orbital_gap_ev": 9.7,
  "e_above_lowest_ev": 5.435,
  "symbols": ["O", "H", "H", "O", "H", "H", "O", "H", "H", "O", "H", "H", "O", "H", "H", "O", "H", "H", "O", "H", "H", "O", "H", "H", "O", "H", "H", "O", "H", "H", "O", "H", "H", "O", "H", "H", "O", "H", "H", "O", "H", "H", "O", "H", "H", "O", "H", "H", "O", "H", "H", "O", "H", "H", "O", "H", "H"],
  "coordinates": [[-1.21, 0.41, -2.79], [-2.17, 0.72, -2.88], [-1.24, -0.20, -3.55], [3.02, 0.40, -2.32], [3.21, -0.51, -2.65], [2.05, 0.32, -2.47], [2.31, -1.73, 3.55], [2.16, -1.49, 4.46], [3.06, -2.32, 3.36], [-4.06, 1.95, 2.12], [-3.51, 1.64, 1.38], [-3.56, 2.72, 2.39], [4.30, 0.75, 1.50], [3.96, 0.95, 0.62], [4.33, 1.65, 1.88], [2.74, 3.19, -0.10], [2.84, 4.13, -0.14], [2.35, 2.68, -0.81], [0.49, -1.00, -1.62], [1.08, -0.36, -1.22], [0.65, -1.78, -1.02], [0.64, 1.61, -4.99], [-0.16, 1.65, -4.47], [1.23, 1.86, -4.24], [0.64, 2.21, -1.30], [0.13, 1.70, -1.94], [0.22, 2.18, -0.42], [-3.65, -3.21, 2.55], [-3.40, -2.30, 2.40], [-3.96, -3.32, 1.62], [-0.63, 0.80, 1.53], [-1.38, 0.17, 1.48], [-1.10, 1.34, 0.87], [-1.59, 2.20, 3.67], [-2.05, 1.47, 4.05], [-0.80, 1.80, 3.24], [0.64, -3.75, -2.26], [0.24, -4.70, -2.20], [0.51, -3.52, -3.18], [-3.55, -1.29, -2.20], [-2.78, -1.49, -2.79], [-3.51, -2.12, -1.69], [0.75, -1.52, 1.01], [0.94, -0.79, 1.62], [0.40, -2.12, 1.73], [-2.98, 1.86, -0.35], [-3.70, 1.92, -0.99], [-2.16, 1.86, -0.89], [3.09, -2.80, 0.71], [3.29, -1.92, 1.16], [2.12, -2.78, 0.90], [-2.09, -1.54, -0.38], [-1.85, -2.31, 0.20], [-1.15, -1.43, -0.70], [1.57, 2.13, 2.56], [1.38, 2.71, 1.83], [1.87, 1.33, 2.13]],
  "mulliken_charge": [-0.5155, 0.2421, 0.2834, -0.5776, 0.3296, 0.2813, -0.5356, 0.2636, 0.3011, -0.6473, 0.3110, 0.3278, -0.6155, 0.2941, 0.3093, -0.5541, 0.2401, 0.3514, -0.4942, 0.1902, 0.2302, -0.6226, 0.3283, 0.3229, -0.6707, 0.1183, 0.3222, -0.6336, 0.3152, 0.3225, -0.1388, 0.2773, -0.0179, -0.6060, 0.3004, 0.3539, -0.5628, 0.2877, 0.3024, -0.6005, 0.2770, 0.3196, -0.4389, 0.0552, 0.2988, -0.5954, 0.2765, 0.2199, -0.6634, 0.2816, 0.3966, -0.4664, 0.3360, 0.3638, -0.5952, 0.2923, 0.2285]
}

***

{
  "formula": "H38O19",
  "method": "ωB97M-V with the def2-TZVPD basis set",
  "lumo_ev": -0.3,
  "homo_energy_ev": -10.639,
  "e_tot_ha": -1452.13664,
  "orbital_gap_ev": 10.4,
  "e_above_lowest_ev": 8.248,
  "symbols": ["O", "H", "H", "O", "H", "H", "O", "H", "H", "O", "H", "H", "O", "H", "H", "O", "H", "H", "O", "H", "H", "O", "H", "H", "O", "H", "H", "O", "H", "H", "O", "H", "H", "O", "H", "H", "O", "H", "H", "O", "H", "H", "O", "H", "H", "O", "H", "H", "O", "H", "H", "O", "H", "H", "O", "H", "H"],
  "coordinates": [[-2.06, 2.12, -1.36], [-2.32, 1.55, -1.92], [-1.61, 2.88, -1.66], [1.73, 1.65, -2.35], [1.80, 0.78, -2.11], [1.57, 2.15, -1.67], [1.93, 0.46, 3.51], [1.14, 0.96, 3.57], [1.63, 0.10, 2.67], [2.32, -2.50, -0.55], [3.10, -3.01, -0.40], [2.46, -1.58, -0.89], [-2.87, -2.75, -0.09], [-2.15, -3.13, 0.66], [-3.36, -2.11, 0.54], [2.53, 3.26, -0.05], [2.38, 4.03, 0.26], [3.41, 3.31, -0.49], [-3.83, 2.02, 1.56], [-4.62, 2.22, 1.14], [-3.83, 2.06, 2.45], [1.26, -1.15, -2.70], [1.45, -2.06, -3.09], [0.19, -1.23, -2.68], [-0.65, -0.33, 0.03], [-0.06, -0.83, -0.55], [-0.93, 0.35, -0.65], [0.03, -4.26, -0.54], [0.83, -4.57, -0.83], [-0.27, -4.88, 0.06], [-1.57, -1.17, -2.10], [-2.20, -0.56, -1.77], [-1.70, -2.05, -1.58], [4.41, 1.83, -2.34], [4.43, 1.02, -2.83], [3.52, 2.26, -2.58], [-2.46, 0.31, 3.93], [-2.70, -0.50, 3.48], [-1.59, 0.52, 3.68], [-5.12, -0.40, 1.00], [-5.37, -0.71, 0.18], [-4.42, 0.33, 0.88], [4.66, -1.92, 0.61], [4.73, -1.92, 1.61], [4.48, -1.02, 0.62], [-1.36, 3.65, 3.69], [-0.83, 4.18, 3.09], [-1.74, 2.78, 3.31], [2.65, 0.44, 0.35], [2.72, 1.40, 0.15], [1.71, 0.35, 0.53], [-2.63, 0.80, -4.00], [-1.67, 0.45, -4.23], [-2.62, 0.59, -3.19], [1.13, -1.83, 2.21], [1.17, -2.82, 2.16], [1.17, -1.51, 1.23]],
  "mulliken_charge": [-0.5064, 0.1759, 0.2715, -0.6621, 0.4130, 0.3063, -0.5569, 0.2983, 0.2762, -0.4505, 0.2159, 0.2610, -0.6999, 0.3397, 0.3383, -0.5618, 0.1793, 0.3083, -0.5667, 0.3023, 0.2668, -0.6874, 0.2966, 0.3160, -0.2452, 0.1557, 0.2752, -0.4607, 0.2183, 0.2566, -0.6234, 0.1494, 0.3499, -0.6327, 0.2754, 0.3688, -0.5924, 0.3065, 0.2908, -0.6451, 0.3120, 0.3527, -0.6089, 0.3357, 0.2144, -0.6209, 0.2964, 0.2948, -0.2835, 0.3231, 0.1013, -0.5469, 0.3593, 0.2545, -0.6198, 0.2113, 0.3031]
}

***

{
  "formula": "H39O20",
  "method": "ωB97M-V with the def2-TZVPD basis set",
  "lumo_ev": [-1.0, -6.2],
  "homo_energy_ev": [-11.323, -11.321],
  "e_tot_ha": -1527.81898,
  "multiplicity": 2,
  "orbital_gap_ev": [10.3, 5.1],
  "e_above_lowest_ev": 4.871,
  "symbols": ["O", "H", "O", "H", "H", "O", "H", "H", "O", "H", "H", "O", "H", "H", "O", "H", "H", "O", "H", "H", "O", "H", "H", "O", "H", "H", "O", "H", "H", "O", "H", "H", "O", "H", "H", "O", "H", "H", "O", "H", "H", "O", "H", "H", "O", "H", "H", "O", "H", "H", "O", "H", "H", "O", "H", "H", "O", "H", "H"],
  "coordinates": [[1.67, -4.37, -2.74], [-0.27, -1.90, 3.87], [3.14, 1.54, 2.52], [3.76, 1.12, 1.93], [2.40, 0.83, 2.37], [2.91, -1.21, -2.66], [-3.46, 1.46, -2.84], [3.90, -1.04, -2.59], [-5.20, -0.58, 2.77], [-4.89, 0.31, 2.51], [0.21, 2.46, 1.55], [-0.05, 2.95, 2.41], [-0.20, 2.20, -3.64], [2.65, -0.82, -1.77], [-1.22, -3.54, -0.54], [1.37, -3.58, -3.15], [0.90, -4.45, -2.07], [-0.20, -1.47, -2.92], [0.67, -1.04, -2.57], [0.10, -2.02, -3.49], [0.33, 4.04, -1.25], [-1.95, -4.13, -0.27], [3.71, -3.54, -1.69], [0.59, -1.32, -0.21], [0.44, -2.00, -0.89], [1.37, -0.55, -0.47], [-0.96, -1.43, 4.27], [-1.95, -1.87, 4.03], [2.38, -3.40, -0.77], [-1.11, 1.87, -3.50], [-5.41, -1.37, 2.45], [-1.09, 0.91, -3.09], [1.62, 2.06, -3.24], [-3.63, 2.63, 3.57], [-1.66, -2.76, -1.00], [4.17, 0.78, 0.14], [3.74, 1.49, 0.62], [0.54, 4.72, -0.59], [-4.49, 1.55, -2.75], [0.65, 4.28, -2.17], [-4.39, 1.19, -1.84], [1.35, -2.23, 3.81], [1.19, -3.01, 3.36], [1.39, -1.41, 3.28], [-1.72, -1.39, 1.34], [-1.16, -1.08, 2.05], [2.10, 1.24, -3.30], [-4.25, 2.13, 4.04], [-1.17, -1.39, 0.50], [-4.24, 1.20, 3.82], [3.41, -3.49, -0.74], [0.79, 3.17, 2.83], [2.09, 2.63, -2.62], [-2.39, 4.40, 1.25], [-2.91, 3.65, 1.07], [-1.58, 4.15, 1.43], [1.88, 0.40, -1.13], [0.90, 0.56, -1.08], [3.23, 0.48, -0.19]],
  "lowdin_spin": [-0.0001, 0.0000, 0.0001, 0.0001, 0.0000, 0.0029, 0.0000, 0.0000, 0.0001, 0.0000, 0.0000, 0.0000, 0.0000, -0.0011, 0.0044, 0.0000, 0.0000, -0.0022, -0.0016, -0.0001, 0.0001, 0.0002, 0.0000, 0.4023, 0.0028, 0.0240, 0.0000, 0.0000, -0.0002, -0.0003, 0.0000, 0.0000, 0.0302, 0.0000, -0.0002, 0.0104, -0.0003, 0.0000, 0.0000, 0.0000, 0.0000, 0.0000, 0.0000, 0.0000, 0.0235, -0.0001, -0.0001, 0.0000, 0.0002, 0.0000, -0.0005, 0.0000, -0.0001, 0.0000, 0.0000, 0.0000, 0.5125, -0.0046, -0.0021]
}

***

{
  "formula": "H3INOP",
  "method": "ωB97M-V with the def2-TZVPD basis set",
  "smiles": "[H]/N=P\\I.O",
  "lumo_ev": -1.3,
  "homo_energy_ev": -9.641,
  "e_tot_ha": -770.82618,
  "orbital_gap_ev": 8.4,
  "e_above_lowest_ev": 1.824,
  "symbols": ["H", "N", "P", "I", "O", "H", "H"],
  "coordinates": [[-0.15, 1.36, -1.56], [-0.58, 1.52, -0.73], [-1.24, 0.94, 0.50], [-2.48, -1.17, -0.14], [1.87, -0.77, 0.58], [1.44, -1.51, 0.26], [1.15, -0.37, 1.08]],
  "mulliken_charge": [0.2807, -0.2963, 0.1623, -0.1388, -0.5926, 0.3157, 0.2689]
}

***

{
  "formula": "H3INP",
  "method": "ωB97M-V with the def2-TZVPD basis set",
  "lumo_ev": [-1.4, -1.4],
  "homo_energy_ev": [-9.139, -8.577],
  "e_tot_ha": -695.45745,
  "orbital_gap_ev": [7.7, 7.2],
  "e_above_lowest_ev": 4.041,
  "symbols": ["N", "P", "I", "H", "H", "H"],
  "coordinates": [[-0.63, -1.14, 0.06], [1.58, 0.25, -0.03], [-2.38, 0.01, 0.29], [-0.72, -1.44, -0.86], [1.07, 1.46, -0.58], [1.07, 0.86, 1.12]],
  "mulliken_charge": [-0.5884, 0.0950, 0.1019, 0.2848, 0.0512, 0.0555]
}

***

{
  "formula": "H3N2O2P",
  "method": "ωB97M-V with the def2-TZVPD basis set",
  "smiles": "NP=O.N=O",
  "lumo_ev": -0.5,
  "homo_energy_ev": -8.163,
  "e_tot_ha": -603.07131,
  "orbital_gap_ev": 7.7,
  "e_above_lowest_ev": 2.469,
  "symbols": ["N", "P", "O", "H", "H", "N", "O", "H"],
  "coordinates": [[0.70, -2.01, -0.67], [-0.67, -0.99, -0.66], [-0.14, 0.39, -0.35], [1.71, -1.64, -0.56], [0.62, -2.99, -1.08], [-0.41, 2.51, 1.33], [-1.50, 3.03, 1.29], [-0.30, 1.69, 0.71]],
  "mulliken_charge": [-0.4557, 0.4080, -0.5399, 0.2777, 0.2640, -0.1707, -0.2454, 0.4620]
}

***

{
  "formula": "H3N2O2P",
  "method": "ωB97M-V with the def2-TZVPD basis set",
  "smiles": "NP=O.N=O",
  "lumo_ev": -0.2,
  "homo_energy_ev": -8.975,
  "e_tot_ha": -603.06444,
  "orbital_gap_ev": 8.8,
  "e_above_lowest_ev": 2.656,
  "symbols": ["N", "P", "O", "H", "H", "N", "O", "H"],
  "coordinates": [[0.19, 1.75, 0.99], [-0.28, 0.53, -0.07], [-0.74, -0.60, 0.79], [0.26, 1.62, 1.98], [0.25, 2.70, 0.51], [1.10, -1.86, 1.53], [0.99, -2.86, 0.84], [1.79, -1.18, 1.15]],
  "mulliken_charge": [-0.4099, 0.3560, -0.4451, 0.2605, 0.2637, 0.0431, -0.2432, 0.1750]
}

***

{
  "formula": "H3N2O2S",
  "method": "ωB97M-V with the def2-TZVPD basis set",
  "lumo_ev": [2.7, 2.9],
  "homo_energy_ev": [-3.389, -3.492],
  "e_tot_ha": -659.85669,
  "charge": -1,
  "orbital_gap_ev": [6.1, 6.4],
  "e_above_lowest_ev": 4.185,
  "symbols": ["N", "N", "O", "O", "S", "H", "H", "H"],
  "coordinates": [[-1.58, 2.13, -0.20], [0.04, -1.42, 0.28], [2.01, -0.12, -0.48], [1.11, 0.40, 1.70], [0.78, 0.16, 0.29], [-1.52, 2.08, -1.26], [-0.95, -1.18, 0.24], [0.11, -2.06, -0.57]],
  "mulliken_charge": [-0.2919, -0.5956, -0.6449, -0.5877, 0.4653, 0.1724, 0.2397, 0.2427]
}

***

{
  "formula": "H3N2O2S",
  "method": "ωB97M-V with the def2-TZVPD basis set",
  "lumo_ev": [2.9, 3.4],
  "homo_energy_ev": [-3.651, -3.960],
  "e_tot_ha": -659.84774,
  "charge": -1,
  "orbital_gap_ev": [6.5, 7.3],
  "e_above_lowest_ev": 4.429,
  "symbols": ["N", "N", "O", "O", "S", "H", "H", "H"],
  "coordinates": [[1.98, -0.52, 0.43], [-0.02, 0.70, -0.07], [-2.14, -0.07, -0.97], [-2.04, 0.21, 1.58], [-1.40, -0.32, 0.34], [2.50, -0.73, -0.44], [1.11, -0.05, 0.27], [-0.01, 0.78, -1.14]],
  "mulliken_charge": [-0.7331, -0.5584, -0.6688, -0.5781, 0.5265, 0.1950, 0.5321, 0.2848]
}

***

{
  "formula": "H3N3O2",
  "method": "ωB97M-V with the def2-TZVPD basis set",
  "lumo_ev": [-0.4, -1.6],
  "homo_energy_ev": [-9.038, -8.009],
  "e_tot_ha": -316.32294,
  "orbital_gap_ev": [8.6, 6.5],
  "e_above_lowest_ev": 2.283,
  "symbols": ["N", "N", "N", "O", "O", "H", "H", "H"],
  "coordinates": [[0.18, 0.29, 0.09], [0.34, -0.37, -1.01], [-2.24, 0.39, -0.93], [-1.89, 1.12, 0.01], [-3.17, 0.60, -1.71], [-0.05, -0.27, 1.00], [0.20, 1.22, -0.04], [0.19, -1.37, -0.99]],
  "mulliken_charge": [-0.0009, -0.4024, 0.4151, -0.4068, -0.4565, 0.3054, 0.3054, 0.2407]
}

***

{
  "formula": "H3N3O2",
  "method": "ωB97M-V with the def2-TZVPD basis set",
  "smiles": "N/N=[N+](\\[O-])O",
  "lumo_ev": 1.0,
  "homo_energy_ev": -9.067,
  "e_tot_ha": -316.38935,
  "orbital_gap_ev": 10.1,
  "e_above_lowest_ev": 0.476,
  "symbols": ["N", "N", "N", "O", "O", "H", "H", "H"],
  "coordinates": [[1.51, 0.20, 0.12], [0.53, -0.69, -0.03], [-0.61, -0.19, 0.06], [-0.88, 0.99, 0.10], [-1.62, -1.07, 0.25], [2.24, 0.25, -0.59], [1.21, 1.14, 0.24], [-2.38, -0.62, -0.14]],
  "mulliken_charge": [-0.3267, -0.4693, 1.0766, -0.7718, -0.4112, 0.2599, 0.2663, 0.3761]
}